No. 1
The following is a DFT calculation (ωB97M-V/def2-TZVPD) of a molecular structure, C59H64FN6O3P2SbSe2Ti at a distorted geometry.

Atoms and positions in Å:
Ti (-0.30166, -0.08402, -0.19582)
Se (-4.06339, -5.99405, -0.03160)
P (-2.10631, -5.71185, -0.77540)
C (-2.06005, -6.28512, -2.50557)
C (-1.37048, -7.42899, -2.88270)
C (-1.41189, -7.85470, -4.19897)
C (-2.14894, -7.14950, -5.13525)
C (-2.86659, -6.02803, -4.74986)
C (-2.83041, -5.59940, -3.43713)
C (-0.83038, -6.64855, 0.08820)
C (-1.14634, -7.50848, 1.13957)
C (-0.15420, -8.22960, 1.76378)
C (1.16594, -8.12465, 1.32767)
C (1.47947, -7.28360, 0.26648)
C (0.50003, -6.53242, -0.34261)
C (-1.53243, -4.02112, -0.88761)
C (-1.13402, -3.05606, 0.05276)
N (-0.75680, -1.98392, -0.67698)
N (-0.90491, -2.26840, -1.95079)
N (-1.36241, -3.47602, -2.10367)
P (-0.98281, -2.96728, 1.83511)
Se (-0.32278, -0.92061, 2.28192)
C (0.22961, -4.20406, 2.29679)
C (1.41112, -4.22570, 1.53007)
C (2.47750, -4.99719, 1.92743)
C (2.39392, -5.76789, 3.08226)
C (1.24651, -5.70680, 3.87423)
C (0.18839, -4.91013, 3.51009)
C (-2.53104, -3.33497, 2.68287)
C (-2.92529, -4.65821, 2.89109)
C (-4.08279, -4.92664, 3.59089)
C (-4.85786, -3.88623, 4.08648)
C (-4.47886, -2.56961, 3.85894)
C (-3.32802, -2.28980, 3.15155)
H (-0.79594, -7.98086, -2.15044)
H (-0.86238, -8.73913, -4.49422)
H (-2.17237, -7.48113, -6.16489)
H (-3.45257, -5.48443, -5.47712)
H (-3.38457, -4.72732, -3.12376)
H (-2.18174, -7.60517, 1.43921)
H (-0.39959, -8.88827, 2.58632)
H (1.94123, -8.70565, 1.80654)
H (2.50254, -7.21371, -0.07818)
H (0.73421, -5.86671, -1.16280)
H (1.46519, -3.63040, 0.62401)
H (3.38395, -5.00945, 1.33585)
H (3.22724, -6.38616, 3.38352)
H (1.19296, -6.28362, 4.78862)
H (-0.68358, -4.82944, 4.14487)
H (-2.32073, -5.46365, 2.49918)
H (-4.39054, -5.95208, 3.74065)
H (-5.76206, -4.10253, 4.63903)
H (-5.08623, -1.75899, 4.23807)
H (-3.01873, -1.26673, 2.97166)
F (-1.93519, 6.33060, 0.33704)
C (-1.04167, 5.82383, -0.56228)
C (-0.79697, 4.47076, -0.46606)
C (0.04737, 3.82028, -1.37187)
C (0.33825, 2.41427, -1.24523)
O (-0.09989, 1.73508, -0.23482)
C (1.14497, 1.84033, -2.28643)
C (1.62549, 2.62736, -3.28735)
N (1.42149, 3.97949, -3.35334)
C (1.97511, 4.73116, -4.42835)
C (3.34382, 4.41136, -4.94563)
C (3.11957, 5.67056, -4.16573)
C (0.61088, 4.60473, -2.40749)
C (0.36551, 5.96564, -2.46384)
C (-0.46732, 6.64150, -1.54308)
N (-0.62752, 8.02008, -1.65696)
C (-1.03979, 8.76846, -0.48568)
C (-0.45806, 10.21842, -0.33692)
N (-1.06853, 11.26751, -1.06206)
C (-0.37403, 9.77298, -3.40248)
C (-1.09393, 8.51242, -2.94151)
C (1.57251, 0.39166, -2.28309)
O (2.32068, -0.02209, -3.16100)
O (1.18740, -0.32203, -1.28609)
H (-1.29544, 3.88823, 0.29426)
H (2.21843, 2.17821, -4.06826)
H (1.23295, 5.05313, -5.15540)
H (3.50882, 4.47987, -6.01115)
H (3.89751, 3.61730, -4.46978)
H (3.13864, 6.62019, -4.67851)
H (3.50152, 5.70953, -3.15794)
H (0.82545, 6.55970, -3.23625)
H (-0.67285, 8.21956, 0.38255)
H (-2.13911, 8.83788, -0.42529)
H (0.60806, 10.19589, -0.59589)
H (-0.51662, 10.39870, 0.76170)
H (-0.63393, 10.59810, -2.72115)
H (-2.07408, 11.25118, -0.86291)
H (0.70366, 9.63330, -3.37237)
H (-0.66863, 10.03531, -4.41709)
H (-0.94972, 7.71524, -3.67461)
H (-2.17578, 8.71828, -2.87584)
C (5.51298, 2.45510, 2.44094)
C (4.68990, 2.35221, 1.17155)
C (4.39052, 3.74226, 0.63457)
Sb (2.70375, 1.25009, 1.07257)
C (1.77612, 1.77794, 3.06092)
C (2.69599, 2.24961, 4.17216)
C (0.69928, 2.81176, 2.76288)
C (3.39262, -0.83896, 1.54316)
C (3.92475, -1.46131, 0.26074)
C (4.40170, -0.98020, 2.66925)
H (6.50951, 2.83643, 2.20267)
H (5.62959, 1.49544, 2.93252)
H (5.05765, 3.14768, 3.14054)
H (5.27820, 1.80880, 0.42459)
H (3.78451, 4.29737, 1.34900)
H (3.83806, 3.68385, -0.30359)
H (5.30977, 4.30422, 0.46039)
H (1.29097, 0.84636, 3.37941)
H (3.08482, 3.24270, 3.95662)
H (3.52934, 1.56766, 4.31944)
H (2.13983, 2.30437, 5.11022)
H (1.13147, 3.70524, 2.30563)
H (0.18518, 3.11134, 3.67789)
H (-0.04057, 2.39047, 2.07707)
H (2.46945, -1.35171, 1.83670)
H (4.82121, -0.93691, -0.07596)
H (3.18094, -1.41291, -0.53425)
H (4.18438, -2.50985, 0.42372)
H (5.35571, -0.53827, 2.38442)
H (4.57168, -2.03819, 2.88430)
H (4.04190, -0.50693, 3.58077)
C (-2.17962, 0.29956, -0.39277)
C (-3.00334, 0.52933, -1.47556)
C (-4.41919, 0.64954, -1.35940)
C (-5.21047, 0.86039, -2.45957)
C (-4.65148, 0.97879, -3.72844)
C (-3.26991, 0.87328, -3.87631)
C (-2.45677, 0.65028, -2.79414)
H (-4.85921, 0.55711, -0.37461)
H (-6.28505, 0.93832, -2.34144)
H (-5.28315, 1.14337, -4.59095)
H (-2.83532, 0.95243, -4.86591)
H (-1.37769, 0.53728, -2.91384)

The energy above the lowest of the compared OMol25 structures with the same formula, charge and spin is 265.7 kJ/mol. As for the molar mass: 1313.693 u. Its net charge is -2. For the highest occupied orbital energy (alpha / beta), the calculation gives -0.41 / -0.43 eV. For the HOMO-LUMO gap (alpha / beta), the calculation gives 3.31 / 3.32 eV.

---

No. 2
The following is a DFT calculation (ωB97M-V/def2-TZVPD) of 9 unconnected molecules or ions with the total composition C59H65F8N3O2PS at a distorted geometry.

Atoms and positions in Å:
C (2.30636, -5.14729, 5.79911)
N (2.83311, -4.16856, 4.78674)
C (1.99653, -2.93757, 4.60371)
P (1.68480, -2.35501, 2.79702)
S (2.25465, -4.26522, 1.95096)
C (1.19397, -0.66807, 3.59746)
C (-0.12529, 0.10263, 3.01776)
N (-0.39058, 1.35304, 3.59458)
C (-0.15518, -2.83410, 2.94996)
C (-0.54592, -4.41113, 3.15349)
C (-1.02933, -5.17552, 1.74474)
F (-0.23845, -6.45194, 1.59337)
F (-0.69126, -4.36283, 0.52852)
F (-2.49987, -5.44511, 1.75365)
C (3.56478, -1.98568, 2.80398)
O (4.22739, -0.89162, 3.15508)
N (4.57685, -3.10812, 2.45334)
C (5.86352, -2.45032, 1.90913)
O (6.08452, -2.14377, 0.63370)
F (6.96583, -2.19799, 2.89973)
C (1.60984, -1.65766, 1.02170)
F (2.22004, -0.26617, 1.08755)
F (0.32398, -1.46855, 0.37332)
C (2.50975, -2.34480, -0.15278)
F (1.75719, -3.32377, -1.02684)
F (2.72116, -1.21641, -1.15594)
H (3.01460, -5.19684, 6.74219)
H (2.38866, -6.22771, 5.29603)
H (1.18816, -5.02893, 6.10946)
H (3.79191, -3.89286, 5.15785)
H (1.05531, -3.03175, 5.27546)
H (2.66169, -2.07699, 5.10455)
H (1.98398, -5.37153, 2.69269)
H (0.90323, -0.88709, 4.73695)
H (2.01233, 0.15089, 3.63628)
H (-0.90581, -0.25596, 2.23803)
H (0.36097, 1.54407, 4.32363)
H (-0.52065, -2.36803, 3.99462)
H (-0.91649, -2.42543, 2.19256)
H (0.17970, -5.04326, 3.80775)
H (-1.56979, -4.41289, 3.77649)
H (4.92495, -3.56798, 3.32822)
H (3.59488, -2.65090, 0.08950)
C (3.85349, -3.68164, 11.34693)
C (2.92111, -3.41751, 10.34409)
C (3.35205, -3.08541, 9.06003)
C (4.71679, -3.02707, 8.77611)
C (5.64911, -3.29490, 9.77807)
C (5.21819, -3.61790, 11.06450)
H (3.51728, -3.93708, 12.34840)
H (1.85766, -3.46972, 10.56369)
H (2.62536, -2.87309, 8.28057)
H (5.05277, -2.77307, 7.77425)
H (6.71260, -3.25098, 9.55621)
H (5.94485, -3.82109, 11.84621)
C (-5.36989, 0.31275, 1.05286)
C (-4.06560, 0.00953, 0.66346)
C (-3.45599, -1.16027, 1.11594)
C (-4.15502, -2.03261, 1.95075)
C (-5.46069, -1.73117, 2.33710)
C (-6.06698, -0.55673, 1.89208)
H (-5.84344, 1.22622, 0.70277)
H (-3.52341, 0.68593, 0.00740)
H (-2.43733, -1.39293, 0.81777)
H (-3.68186, -2.94671, 2.29953)
H (-6.00587, -2.41190, 2.98635)
H (-7.08221, -0.31951, 2.19773)
C (-10.60840, -0.93918, 5.65718)
C (-9.89679, 0.23647, 5.42001)
C (-8.50611, 0.20300, 5.32160)
C (-7.82715, -1.00897, 5.45065)
C (-8.53913, -2.18519, 5.68408)
C (-9.92914, -2.15026, 5.79176)
H (-11.69196, -0.91217, 5.73722)
H (-10.42646, 1.17976, 5.31261)
H (-7.95142, 1.12024, 5.14349)
H (-6.74376, -1.03600, 5.36911)
H (-8.00998, -3.12984, 5.78300)
H (-10.48303, -3.06595, 5.97910)
C (1.75734, 1.04609, -4.49134)
C (2.50190, 0.44868, -3.47473)
C (3.89100, 0.37805, -3.57590)
C (4.53689, 0.91423, -4.69028)
C (3.79253, 1.51499, -5.70513)
C (2.40268, 1.57732, -5.60828)
H (0.67451, 1.09791, -4.41374)
H (1.99906, 0.03704, -2.60319)
H (4.47034, -0.09349, -2.78676)
H (5.61978, 0.86364, -4.76700)
H (4.29617, 1.93424, -6.57273)
H (1.82271, 2.04050, -6.40168)
C (1.96547, 2.57871, -9.68810)
C (3.27092, 2.36264, -9.24779)
C (4.21645, 3.38366, -9.33892)
C (3.85349, 4.62517, -9.86182)
C (2.54701, 4.84238, -10.29865)
C (1.60388, 3.81835, -10.21609)
H (1.22973, 1.78165, -9.62007)
H (3.55188, 1.39738, -8.83400)
H (5.23527, 3.21285, -9.00197)
H (4.58895, 5.42254, -9.92839)
H (2.26391, 5.81047, -10.70460)
H (0.58759, 3.98618, -10.56160)
C (-0.33215, -2.43902, -3.71525)
C (-0.48098, -3.20802, -4.86904)
C (-1.43422, -4.22503, -4.91209)
C (-2.24618, -4.46671, -3.80357)
C (-2.09986, -3.69517, -2.65109)
C (-1.14025, -2.68426, -2.60481)
H (0.41319, -1.64875, -3.68088)
H (0.14707, -3.01511, -5.73520)
H (-1.54535, -4.82845, -5.80888)
H (-2.99244, -5.25600, -3.83864)
H (-2.73383, -3.88257, -1.78788)
H (-1.02278, -2.08703, -1.70486)
C (-8.15120, 4.90409, 1.70039)
C (-7.59663, 3.85414, 0.96908)
C (-6.90425, 4.11579, -0.21285)
C (-6.75786, 5.42969, -0.65867)
C (-7.30924, 6.47995, 0.07469)
C (-8.00962, 6.21745, 1.25176)
H (-8.69367, 4.69949, 2.61969)
H (-7.70484, 2.83095, 1.32017)
H (-6.47803, 3.29689, -0.78596)
H (-6.21411, 5.63421, -1.57716)
H (-7.19366, 7.50395, -0.27204)
H (-8.44378, 7.03544, 1.81991)
C (5.67743, 10.11192, -10.32678)
C (6.98172, 9.80870, -10.71619)
C (7.59133, 8.63889, -10.26370)
C (6.89230, 7.76656, -9.42889)
C (5.58663, 8.06799, -9.04255)
C (4.98034, 9.24244, -9.48756)
H (5.20388, 11.02539, -10.67688)
H (7.52391, 10.48510, -11.37224)
H (8.60999, 8.40624, -10.56187)
H (7.36546, 6.85246, -9.08012)
H (5.04145, 7.38726, -8.39329)
H (3.96511, 9.47965, -9.18191)

The energy above the lowest of the compared OMol25 structures with the same formula, charge and spin is 864.3 kJ/mol. As for the molar mass: 1063.213 u. Its net charge is -1. For the highest occupied orbital energy, the calculation gives -5.55 eV. For the HOMO-LUMO gap, the calculation gives 7.53 eV.